(1)
Density functional theory data (wB97M-V/def2-TZVPD) for the ion C2H7N4 with charge +1 at a distorted geometry.

The calculation puts the energy relative to the best compared isomer or geometry (same formula, charge and spin) at 5.1886 eV. The energy comes out at -299.0314 a.u. The SMILES is [NH3+]N1CN=NC1. The multiplicity is 1. As for the charge: +1.

Element x y z (Å)
N: -1.6109 -0.0618 0.4372
N: -0.2579 -0.3793 -0.2522
C: 0.9146 -0.7356 0.6714
N: 1.7925 0.3286 0.5697
N: 1.5310 1.1021 -0.3286
C: 0.4089 0.7220 -1.1138
H: -1.9890 0.7103 -0.1340
H: -1.6063 0.1768 1.4545
H: -2.0843 -0.9317 0.2603
H: 1.5241 -1.5007 0.1163
H: 0.7222 -0.9703 1.7578
H: -0.1420 1.4240 -1.5416
H: 0.7970 0.1158 -1.8970

(2)
Density functional theory data (wB97M-V/def2-TZVPD) for a structure of composition C9H18Cl2O4Rh.

The calculation puts the energy relative to the best compared isomer or geometry (same formula, charge and spin) at 0.3706 eV. The energy comes out at -1684.3595 a.u. The multiplicity is 1. As for the charge: +3.

Element x y z (Å)
Rh: 0.2115 -0.0063 0.0848
C: -0.7071 2.2322 -1.1592
C: -0.7422 1.2839 -2.3297
O: -0.0613 0.0215 -1.9576
C: -0.8541 -1.1725 -2.3383
C: -0.8276 -2.1693 -1.2110
O: -1.1840 -1.4421 0.0233
C: -0.8702 -2.2122 1.2450
C: -0.9560 -1.2613 2.4115
O: -0.2117 -0.0211 2.0866
C: -0.9838 1.2013 2.4162
C: -0.8367 2.1938 1.2948
O: -1.1287 1.4730 0.0357
H: 0.2883 2.6375 -0.9633
H: -1.4131 3.0508 -1.3095
H: -1.7676 1.0491 -2.6041
H: -0.2270 1.7133 -3.1878
H: -1.8746 -0.8544 -2.5386
H: -0.4210 -1.5991 -3.2421
H: -1.5731 -2.9492 -1.3751
H: 0.1541 -2.6252 -1.0617
H: -1.6096 -3.0084 1.3453
H: 0.1243 -2.6472 1.1196
H: -1.9899 -0.9938 2.6157
H: -0.5107 -1.7030 3.3019
H: -2.0267 0.9210 2.5453
H: -0.5948 1.6106 3.3478
H: -1.5643 3.0001 1.4005
H: 0.1697 2.6109 1.2168
Cl: 5.8959 -1.4506 -0.4531
C: 5.3152 0.0272 -0.3676
Cl: 2.4562 0.0214 0.2951
H: 5.0121 0.5323 -1.2809
H: 5.3084 0.5360 0.5936

(3)
Density functional theory data (wB97M-V/def2-TZVPD) for a structure of composition C7H32AgBN14O7 at a distorted geometry.

The calculation puts the energy relative to the best compared isomer or geometry (same formula, charge and spin) at 0.0000 eV. The energy comes out at -1750.9217 a.u. Its expectation value of S² is 0.752. The multiplicity is 2. As for the charge: +1.

Element x y z (Å)
Ag: 0.4223 -0.1597 -1.5954
B: -0.4290 0.1343 0.5915
H: -1.1968 0.1883 -0.2886
H: 0.3918 0.9743 0.4734
H: -0.9259 0.1194 1.6576
H: 0.1665 -0.8828 0.5306
C: -3.5862 -2.2036 1.5221
O: -4.3970 -3.1007 1.6382
N: -2.2435 -2.4460 1.3817
N: -3.9297 -0.8784 1.4296
H: -1.5900 -1.7402 1.0885
H: -1.9809 -3.4001 1.5391
H: -3.1706 -0.2232 1.4544
H: -4.8941 -0.6172 1.4949
C: 0.0497 3.2968 -1.9678
O: 0.4256 2.1197 -1.8563
N: 0.3648 4.0983 -2.9980
N: -0.8523 3.7996 -1.0843
H: -0.0793 4.9929 -3.0961
H: 0.9020 3.7471 -3.7694
H: -1.1306 4.7603 -1.1743
H: -1.0796 3.2909 -0.2515
C: -2.6326 -0.6039 -3.3030
O: -1.6289 -0.3122 -2.6567
N: -3.8674 -0.1549 -2.9410
N: -2.5968 -1.1941 -4.5374
H: -4.6840 -0.4841 -3.4252
H: -3.9300 0.0249 -1.9509
H: -1.8320 -1.7669 -4.8357
H: -3.2053 -0.7910 -5.2283
C: 2.9368 3.5317 0.8656
O: 3.7288 4.2409 1.4300
N: 3.0924 2.9450 -0.3666
N: 1.6569 3.3266 1.3564
H: 4.0058 3.0721 -0.7675
H: 2.4433 2.3318 -0.8309
H: 1.3955 3.7625 2.2233
H: 1.1301 2.4954 1.1445
C: 3.2343 -0.4540 0.3706
O: 2.5016 -0.5378 -0.6329
N: 4.5482 -0.7924 0.2778
N: 2.8175 -0.1297 1.6139
H: 4.8617 -0.8665 -0.6743
H: 5.1448 -0.4954 1.0303
H: 3.4369 0.2323 2.3179
H: 1.8399 -0.0290 1.8004
C: -0.0479 -0.0032 5.0601
O: 0.0618 0.3403 6.2118
N: -0.2990 -1.3136 4.6813
N: 0.1441 0.8017 3.9473
H: -0.3974 -1.9667 5.4388
H: 0.1353 -1.6667 3.8466
H: 0.5398 1.7194 3.9862
H: -0.2502 0.3633 3.1278
C: 0.3461 -3.4833 -1.8523
O: 0.0063 -2.3372 -1.5565
N: 1.1460 -3.7803 -2.9257
N: 0.0372 -4.5466 -1.0789
H: 1.4133 -3.0036 -3.5011
H: 1.7978 -4.5232 -2.7338
H: 0.3636 -5.4693 -1.2969
H: -0.6315 -4.3524 -0.3552

(4)
Density functional theory data (wB97M-V/def2-TZVPD) for a cluster of 10 separate species, C48H126N10O14 in total at a distorted geometry.

The calculation puts the energy relative to the best compared isomer or geometry (same formula, charge and spin) at 3.8028 eV. The energy comes out at -3504.9742 a.u. The SMILES is COC[C@H](C)N.COC[C@H](C)N.COC[C@H](C)N.COC[C@H](C)N.COC[C@H](C)N.COC[C@H](C)N.COCCNCCOC.COCCNCCOC.COCCNCCOC.COCCNCCOC. The multiplicity is 1.

Element x y z (Å)
C: -10.2048 0.7249 5.3052
O: -9.7150 -0.5943 5.2212
C: -8.3102 -0.6837 5.1389
C: -7.5278 0.0302 6.2173
C: -6.0312 -0.1234 6.0226
N: -7.9303 -0.4832 7.5797
H: -9.7240 1.3457 4.5371
H: -10.0731 1.1993 6.2826
H: -11.2714 0.7107 5.0869
H: -8.1115 -1.7603 5.2140
H: -7.9281 -0.4046 4.1442
H: -7.8195 1.0853 6.2126
H: -5.4718 0.3747 6.8077
H: -5.8261 0.4311 5.0954
H: -5.7583 -1.1634 5.8590
H: -8.2445 0.3279 8.1054
H: -8.8054 -0.9881 7.4386
C: 6.6347 -2.3520 -4.0556
O: 5.2692 -2.3938 -3.7901
C: 4.8277 -3.7242 -3.6036
C: 3.3125 -3.7634 -3.5426
C: 2.7198 -2.8602 -2.4684
N: 2.8734 -5.1595 -3.4006
H: 6.9749 -3.0082 -4.8715
H: 7.2739 -2.5739 -3.1902
H: 6.9634 -1.3832 -4.4334
H: 5.2312 -4.4154 -4.3435
H: 5.1322 -4.0685 -2.5943
H: 2.9342 -3.4627 -4.5270
H: 1.7775 -2.4022 -2.7769
H: 3.3563 -1.9727 -2.3452
H: 2.6285 -3.3654 -1.5085
H: 2.9718 -5.4885 -2.4474
H: 1.9056 -5.2520 -3.6729
C: -3.1939 1.8370 -3.2284
O: -3.0879 0.5397 -2.6743
C: -4.0918 -0.3293 -3.1610
C: -5.5193 0.0548 -2.7804
C: -5.8001 -0.0623 -1.3061
N: -6.5658 -0.6141 -3.5452
H: -4.0615 2.3311 -2.7795
H: -3.2528 1.8468 -4.3213
H: -2.3314 2.4239 -2.9183
H: -3.9725 -0.5331 -4.2351
H: -3.8841 -1.2967 -2.6821
H: -5.6200 1.1070 -3.0815
H: -5.7017 -1.0975 -0.9662
H: -6.8217 0.2281 -1.0580
H: -5.1034 0.5459 -0.7275
H: -6.3535 -0.8280 -4.5116
H: -6.7037 -1.5040 -3.0756
C: 4.6604 -5.7789 0.2247
O: 3.5647 -4.9163 0.3529
C: 3.2619 -4.6063 1.6873
C: 2.1882 -3.5214 1.7163
C: 2.8110 -2.1398 1.4743
N: 1.5579 -3.5069 3.0408
H: 4.5270 -6.7022 0.8015
H: 5.5954 -5.3488 0.6267
H: 4.8538 -5.9500 -0.8318
H: 2.9959 -5.4637 2.3182
H: 4.1423 -4.1586 2.1836
H: 1.4507 -3.7279 0.9384
H: 2.1169 -1.3596 1.7849
H: 3.0959 -2.0118 0.4262
H: 3.7291 -1.9973 2.0522
H: 0.7145 -2.9506 3.0436
H: 2.1984 -3.1096 3.7170
C: 9.1066 -0.0305 -0.9794
O: 8.2095 0.6747 -1.8258
C: 6.9356 0.8835 -1.2768
C: 6.0544 1.6104 -2.3027
C: 4.6767 1.8363 -1.7173
N: 5.9904 0.8262 -3.5377
H: 9.8262 0.6745 -0.5657
H: 9.6416 -0.7632 -1.5923
H: 8.5909 -0.6390 -0.2327
H: 6.4048 -0.0665 -1.0707
H: 6.9768 1.4024 -0.3078
H: 6.5901 2.5327 -2.5423
H: 4.0700 0.9323 -1.6969
H: 4.2063 2.6464 -2.2767
H: 4.7508 2.2120 -0.6922
H: 5.8024 -0.1557 -3.3336
H: 6.9591 0.7418 -3.8445
C: 2.1713 4.4540 -1.2267
O: 1.1035 4.9044 -0.4390
C: 1.3382 6.2067 0.0873
C: 0.4055 6.4459 1.2376
C: -1.0653 6.3989 0.9071
N: 0.7052 7.7650 1.8832
H: 3.1741 4.6248 -0.8160
H: 2.1833 4.9726 -2.1996
H: 2.0362 3.3963 -1.4442
H: 2.3989 6.3664 0.2982
H: 1.0560 6.8782 -0.7442
H: 0.6489 5.6846 1.9953
H: -1.3757 5.4207 0.5317
H: -1.3033 7.1207 0.1215
H: -1.6777 6.6291 1.7787
H: 1.7074 7.9196 1.8770
H: 0.4218 7.6436 2.8481
C: 6.3687 1.0262 3.3385
O: 4.9907 1.2510 3.2855
C: 4.5216 2.1022 4.3285
C: 3.0030 2.1798 4.3008
N: 2.4120 1.4935 5.4344
C: 0.9745 1.5685 5.4574
C: 0.4506 0.5293 6.4223
O: 0.6190 -0.7323 5.8065
C: 0.4393 -1.7778 6.7340
H: 6.6270 -0.0369 3.3023
H: 6.8447 1.4096 4.2489
H: 6.8837 1.5012 2.4945
H: 5.0139 3.0792 4.3544
H: 4.7927 1.6118 5.2752
H: 2.5730 1.7134 3.3992
H: 2.6842 3.2230 4.2347
H: 2.7359 0.5501 5.5848
H: 0.5072 1.3417 4.4854
H: 0.6508 2.5505 5.8120
H: -0.5689 0.6698 6.8001
H: 1.0920 0.5660 7.3194
H: -0.3628 -1.5671 7.4539
H: 1.3370 -1.8528 7.3676
H: 0.2530 -2.7450 6.2750
C: -2.2465 -2.2019 3.2297
O: -2.1254 -1.6612 1.9112
C: -1.6798 -2.6310 0.9635
C: -2.6777 -3.6668 0.5452
N: -3.7264 -3.2912 -0.3524
C: -4.5524 -4.3674 -0.8048
C: -5.8503 -3.9984 -1.4742
O: -5.6101 -3.6419 -2.8097
C: -6.7152 -3.8555 -3.6714
H: -3.2399 -2.6270 3.3876
H: -2.1790 -1.2796 3.8123
H: -1.4528 -2.8821 3.5408
H: -0.7381 -3.0677 1.3208
H: -1.3005 -2.0811 0.0920
H: -3.0951 -4.1618 1.4424
H: -2.0994 -4.4412 0.0196
H: -4.1470 -2.3819 -0.2604
H: -4.6105 -5.2103 -0.0994
H: -4.0123 -4.8708 -1.6337
H: -6.3150 -3.1527 -0.9381
H: -6.5647 -4.8228 -1.3628
H: -6.4298 -3.7585 -4.7126
H: -7.4811 -3.1133 -3.4216
H: -7.1393 -4.8412 -3.4538
C: -0.1287 4.1405 -5.1474
O: 0.9763 3.5306 -4.5461
C: 0.6848 2.3397 -3.8549
C: 0.1635 1.2096 -4.7306
N: 1.1402 0.6257 -5.6389
C: 2.1848 -0.1609 -5.0016
C: 3.4999 -0.2233 -5.8232
O: 3.4985 0.5758 -6.9807
C: 2.8943 -0.0704 -8.0784
H: 0.0461 5.2069 -5.2340
H: -1.0311 3.9795 -4.5323
H: -0.3623 3.6495 -6.0993
H: -0.0739 2.5312 -3.0779
H: 1.6184 2.0267 -3.3894
H: -0.7219 1.4685 -5.3145
H: -0.1557 0.3812 -4.0847
H: 1.5485 1.2990 -6.2747
H: 1.8033 -1.1794 -4.8597
H: 2.4354 0.2531 -4.0154
H: 3.8143 -1.2525 -6.0410
H: 4.2960 0.1363 -5.1693
H: 1.8472 -0.3166 -7.8726
H: 3.4483 -0.9766 -8.3560
H: 2.8999 0.5751 -8.9577
C: -4.5091 1.1630 2.2545
O: -4.5519 2.3922 1.5339
C: -3.3074 2.9559 1.1526
C: -2.6151 2.1711 0.0194
N: -1.8315 0.9969 0.3749
C: -0.6560 1.2734 1.1947
C: 0.4891 1.8678 0.3837
O: 1.4987 0.9421 -0.0161
C: 1.0059 -0.0036 -0.9424
H: -5.5486 0.8609 2.3219
H: -3.9707 1.2884 3.1989
H: -3.9615 0.4384 1.6449
H: -2.6876 3.0014 2.0565
H: -3.5594 3.9303 0.7366
H: -1.9656 2.8669 -0.5186
H: -3.4247 1.8211 -0.6192
H: -2.3866 0.2779 0.8188
H: -0.2746 0.3439 1.6255
H: -0.8985 1.9414 2.0349
H: 1.0683 2.5710 0.9861
H: 0.1412 2.4046 -0.5057
H: 1.8438 -0.5726 -1.3396
H: 0.4342 0.4495 -1.7617
H: 0.3337 -0.7112 -0.4422

(5)
Density functional theory data (wB97M-V/def2-TZVPD) for a structure of composition CHI4P at a distorted geometry.

The calculation puts the energy relative to the best compared isomer or geometry (same formula, charge and spin) at 1.9944 eV. The energy comes out at -1570.7673 a.u. The multiplicity is 1.

Element x y z (Å)
C: 0.8369 -0.0346 0.1412
P: 0.5886 1.2381 -1.3618
I: 1.4640 -1.8412 -0.9118
I: 2.3792 0.7544 1.3447
I: -3.6729 -0.5239 2.2506
I: -1.5168 0.3653 -2.1318
H: -0.0788 0.0419 0.6689

(6)
Density functional theory data (wB97M-V/def2-TZVPD) for an isolated molecule of C3H4N4O2 at a distorted geometry.

The calculation puts the energy relative to the best compared isomer or geometry (same formula, charge and spin) at 4.2252 eV. The energy comes out at -486.0719 a.u. The SMILES is C=COn1nn[nH]c1=O. The multiplicity is 1.

Element x y z (Å)
C: 0.3921 -1.1333 -3.1040
C: 0.4580 -0.6813 -1.8384
O: -0.6988 -0.4634 -1.1067
N: -0.3509 0.2774 0.0249
N: -0.0830 1.5731 0.0531
N: 0.3255 1.8839 1.2180
N: 0.1751 0.7464 2.0087
C: -0.2014 -0.3710 1.2601
O: -0.2173 -1.5318 1.7059
H: 1.4483 -1.2568 -3.6052
H: -0.5114 -1.3046 -3.8127
H: 1.4644 -0.4311 -1.3672
H: 0.5694 0.7019 2.9513

(7)
Density functional theory data (wB97M-V/def2-TZVPD) for a cluster of 2 separate species, C4H5I in total at a distorted geometry.

The calculation puts the energy relative to the best compared isomer or geometry (same formula, charge and spin) at 2.4472 eV. The energy comes out at -452.9583 a.u. The SMILES is C#CC=C.I. The multiplicity is 1.

Element x y z (Å)
C: 1.5735 -2.3862 -0.0949
C: 1.6587 -1.1173 -0.1894
C: 1.3305 0.3502 -0.1397
C: 1.7908 1.6464 -0.3692
H: 1.7909 -3.4046 -0.2754
H: 0.3051 0.4887 0.3717
H: 1.0380 2.3190 -0.0617
H: 2.7705 1.8408 -0.8572
I: -5.9525 0.1591 0.0512
H: -6.3054 0.1039 1.5647

(8)
Density functional theory data (wB97M-V/def2-TZVPD) for a structure of composition C36H51ClN3OP2Pb at a distorted geometry.

The energy comes out at -2977.2922 a.u. The multiplicity is 1. As for the charge: +1.

Element x y z (Å)
C: 1.7579 -1.9161 -1.7891
C: 1.6188 0.3456 -2.5310
C: 2.7154 -2.2049 -2.7611
C: 2.3686 -0.0207 -3.6749
C: 3.0063 -1.2479 -3.7380
H: 3.1996 -3.1782 -2.7551
H: 2.5386 0.7609 -4.4103
H: 3.7148 -1.4483 -4.5485
N: 1.2381 -0.6749 -1.6531
P: -0.2990 -2.8027 -0.0700
P: 0.7597 2.4077 -0.8204
C: 1.3483 -3.0581 -0.8336
H: 1.3640 -4.0235 -1.3724
H: 2.1088 -3.1580 -0.0383
C: 1.5266 1.7814 -2.3528
H: 1.0435 2.2431 -3.2241
C: -0.5454 3.8667 -1.0894
C: 2.5209 3.0736 -0.6546
C: -1.4726 -3.5804 -1.3341
C: -0.1859 -3.6572 1.6120
C: -1.9096 3.4623 -0.4900
H: -1.8185 3.1954 0.5715
H: -2.5909 4.3249 -0.5669
H: -2.3694 2.6223 -1.0187
C: -0.0741 5.1167 -0.3389
H: 0.0648 4.9059 0.7294
H: 0.8484 5.5350 -0.7571
H: -0.8529 5.8911 -0.4203
C: -0.7245 4.1668 -2.5814
H: -1.4462 4.9962 -2.6741
H: 0.2027 4.5017 -3.0607
H: -1.1263 3.2975 -3.1219
C: 2.6730 3.7189 0.7122
H: 2.2717 3.0640 1.4948
H: 3.7465 3.8488 0.8806
H: 2.1845 4.6938 0.7564
C: 3.4661 1.8543 -0.7267
H: 3.1547 1.0643 -0.0294
H: 3.5149 1.4380 -1.7420
H: 4.4804 2.1892 -0.4872
C: 2.8002 4.0349 -1.8339
H: 2.1877 3.8564 -2.7319
H: 2.6796 5.0835 -1.5460
H: 3.8367 3.8806 -2.1560
C: -1.5473 -3.5572 2.3229
H: -1.4258 -3.9326 3.3509
H: -1.9120 -2.5191 2.3888
H: -2.3169 -4.1697 1.8332
C: 0.8726 -2.9180 2.4601
H: 1.8717 -2.9641 2.0091
H: 0.6141 -1.8658 2.6415
H: 0.9203 -3.4139 3.4402
C: 0.2325 -5.1250 1.4612
H: 0.4569 -5.5166 2.4646
H: -0.5650 -5.7505 1.0449
H: 1.1362 -5.2396 0.8475
C: -1.2405 -2.9000 -2.6982
H: -1.9666 -3.3121 -3.4143
H: -1.4032 -1.8208 -2.6423
H: -0.2336 -3.0820 -3.0925
C: -2.9216 -3.3102 -0.8946
H: -3.1172 -2.2320 -0.7912
H: -3.5970 -3.7068 -1.6680
H: -3.1728 -3.8056 0.0521
C: -1.2297 -5.0889 -1.4849
H: -0.1860 -5.3289 -1.7244
H: -1.5379 -5.6503 -0.5960
H: -1.8480 -5.4453 -2.3223
Pb: -0.3829 -0.0433 0.4653
C: 1.6726 0.6371 1.8054
O: 2.3661 0.5982 2.7152
N: -1.8546 0.3195 -1.5351
C: -1.9428 0.5545 -2.6939
C: -1.9819 0.9466 -4.0529
C: -3.3386 0.8546 -4.3837
C: -1.0174 1.2262 -5.1061
C: -3.8111 0.9830 -5.6735
H: -3.9940 0.6094 -3.5306
C: -1.5200 1.3663 -6.4244
H: 0.0819 1.3041 -4.9680
C: -2.8911 1.2482 -6.6932
H: -4.8969 0.8641 -5.7572
H: -0.8482 1.5615 -7.2847
H: -3.2952 1.3579 -7.6857
Cl: -0.5496 3.9161 4.9927
C: -1.4814 2.6636 4.2813
C: -2.7335 2.3077 4.7893
C: -3.4339 1.2822 4.1501
C: -2.8638 0.6589 3.0345
N: -1.6562 1.0082 2.5634
C: -0.9589 1.9896 3.1694
H: -3.1284 2.8331 5.6530
H: -4.4149 0.9559 4.4805
H: -3.3895 -0.1389 2.4943
H: 0.0216 2.2341 2.7624